# 1
The following is a DFT calculation (ωB97M-V/def2-TZVPD) of a molecular structure, C25H48Br15FIN2O6P2 in a non-equilibrium geometry.

Summary:
Multiplicity = 1
Energy = -41232.47032 hartree
Maximum force = 0.080 hartree/bohr
LUMO = -3.26 eV
E_HOMO = -11.183 eV
Charge = +1

```
100
Properties=species:S:1:pos:R:3:lowdin_charge:R:1
C -1.926 -4.904 1.702 -0.094
C -1.660 -3.988 0.492 -0.261
C -0.345 -3.184 0.731 -0.192
C 0.318 -2.830 -0.631 -0.069
C 0.700 -1.338 -0.878 -0.374
N 1.770 -1.397 -1.873 0.083
C 1.359 -0.693 0.350 -0.208
F 2.610 -1.147 0.692 0.008
C 1.268 0.872 -0.052 -0.415
O 0.828 1.450 1.167 -0.150
C 1.872 1.835 2.071 -0.208
C 1.199 2.163 3.416 -0.203
C -0.020 3.087 3.277 -0.082
P 3.042 1.321 -0.537 0.654
O 3.159 2.809 -0.747 -0.689
C 0.237 0.991 -1.254 -0.577
I 1.135 1.608 -3.152 1.201
C -0.628 2.204 -0.842 -0.209
P -1.697 2.968 -2.113 0.391
O -2.246 2.050 -3.136 -0.321
O -1.010 4.248 -2.772 -0.137
O -2.930 3.581 -1.274 -0.123
N -0.411 -0.381 -1.254 -0.133
C -1.025 -0.847 -2.511 -0.024
O -1.190 -0.385 -0.071 -0.066
C -2.616 -0.419 -0.274 -0.120
C -3.305 -0.155 1.107 -0.283
C -2.297 -0.134 2.278 -0.051
C -4.051 1.215 1.106 -0.118
C -5.510 1.171 0.568 -0.385
C -5.812 -0.013 -0.363 -0.104
C -6.594 1.214 1.676 -0.057
H -1.099 -5.594 1.876 0.079
H -2.877 -5.428 1.580 0.073
H -2.045 -4.269 2.588 0.073
H -2.500 -3.288 0.431 0.059
H -1.611 -4.601 -0.413 0.105
H 0.308 -3.874 1.268 0.107
H -0.645 -2.319 1.316 0.044
H -0.296 -3.277 -1.417 0.111
H 1.263 -3.373 -0.655 0.126
H 2.573 -1.884 -1.484 0.011
H 1.476 -1.970 -2.660 0.102
H 0.829 -0.725 1.305 0.115
H 2.582 1.026 2.277 0.120
H 2.379 2.755 1.763 0.126
H 1.961 2.729 3.968 0.117
H 1.014 1.268 4.014 0.067
H -0.061 3.719 4.170 0.077
H 0.050 3.772 2.429 0.080
H -0.965 2.539 3.277 0.057
H 3.456 0.567 -1.649 -0.007
H 3.933 0.964 0.490 -0.006
H 0.081 2.983 -0.534 0.122
H -1.260 2.048 0.034 0.096
H -1.039 4.106 -3.734 0.092
H -3.719 3.136 -1.626 0.086
H -1.524 -1.810 -2.410 0.099
H -0.301 -0.925 -3.318 0.077
H -1.790 -0.162 -2.886 0.063
H -2.979 -1.389 -0.623 0.079
H -2.963 0.369 -0.948 0.105
H -4.005 -0.968 1.313 0.132
H -1.551 0.653 2.140 0.065
H -1.850 -1.105 2.503 0.038
H -2.858 0.150 3.174 0.094
H -3.467 1.890 0.473 0.086
H -4.066 1.552 2.143 0.108
H -5.651 2.073 -0.040 0.121
H -5.088 0.010 -1.191 0.025
H -6.806 0.089 -0.810 0.093
H -5.789 -0.980 0.145 0.059
H -7.039 0.222 1.796 0.076
H -7.411 1.847 1.316 0.081
H -6.243 1.601 2.633 0.074
C 7.148 3.673 -0.145 -1.548
Br 8.547 2.326 -0.150 0.521
Br 5.358 2.907 -0.187 0.778
Br 7.365 4.907 1.320 0.586
H 7.260 4.241 -1.059 -0.032
C -5.718 -2.785 -2.946 -1.611
Br -4.561 -1.401 -3.634 0.627
Br -6.177 -4.066 -4.302 0.620
Br -4.955 -3.631 -1.387 0.613
H -6.635 -2.304 -2.634 -0.026
C 1.528 -2.268 5.649 -1.618
Br 2.480 -0.701 6.236 0.599
Br 0.639 -1.965 3.959 0.639
Br 2.666 -3.818 5.578 0.600
H 0.757 -2.469 6.380 -0.026
C 5.848 -1.624 -2.477 -1.620
Br 6.966 -0.414 -1.480 0.537
Br 6.789 -2.424 -3.952 0.599
Br 5.053 -2.967 -1.327 0.608
H 5.037 -1.043 -2.895 -0.045
C 9.638 1.721 -4.182 -1.636
Br 10.675 3.196 -4.856 0.589
Br 7.772 2.179 -4.020 0.528
Br 9.889 0.127 -5.235 0.568
H 9.998 1.506 -3.184 -0.042
```

=====

# 2
The following is a DFT calculation (ωB97M-V/def2-TZVPD) of C5H11NO in the gas phase in a non-equilibrium geometry.

Summary:
Multiplicity = 1
Relative energy (zero: lowest compared OMol25 entry of this formula, charge and spin) = 1.767 eV
SMILES = CCN[C@H](C)C=O
Energy = -327.06640 hartree
Maximum force = 0.025 hartree/bohr
LUMO = 1.00 eV
E_HOMO = -8.598 eV

```
18
Properties=species:S:1:pos:R:3:nbo_charge:R:1
C 1.254 1.948 -1.058 -0.635
C 0.974 1.209 0.287 -0.203
N -0.253 0.433 0.402 -0.655
C -1.560 -1.429 -0.610 -0.604
C -0.293 -0.993 0.157 -0.153
C -0.227 -1.625 1.558 0.443
O 0.431 -2.588 1.834 -0.524
H 0.741 1.572 -1.943 0.211
H 0.835 2.952 -0.962 0.203
H 2.335 1.933 -1.161 0.212
H 1.821 0.549 0.457 0.193
H 0.852 1.971 1.056 0.192
H -1.095 0.948 0.308 0.373
H -1.535 -1.144 -1.658 0.220
H -2.362 -0.875 -0.110 0.197
H -1.759 -2.491 -0.494 0.222
H 0.575 -1.384 -0.375 0.207
H -0.735 -0.985 2.312 0.102
```

=====

# 3
The following is a DFT calculation (ωB97M-V/def2-TZVPD) of 2 unconnected molecules or ions with the total composition C3H12N in a non-equilibrium geometry.

Summary:
Multiplicity = 1
Relative energy (zero: lowest compared OMol25 entry of this formula, charge and spin) = 2.249 eV
Energy = -175.91485 hartree
Maximum force = 0.134 hartree/bohr
LUMO = -4.31 eV
E_HOMO = -14.675 eV
Charge = +1

```
16
Properties=species:S:1:pos:R:3:nbo_charge:R:1
N 1.154 -1.999 0.219 -0.911
H 0.517 -2.381 0.978 0.475
H 0.670 -1.215 -0.321 0.471
H 1.342 -2.690 -0.550 0.456
H 2.139 -1.862 0.523 0.467
C 0.471 1.571 0.094 -0.556
C -0.938 1.145 0.440 -0.439
C -1.283 0.221 -0.608 -0.593
H 0.947 2.026 1.017 0.232
H 1.072 0.541 -0.100 0.099
H 0.806 2.151 -0.660 0.234
H -1.146 0.549 1.390 0.217
H -1.666 2.145 0.434 0.248
H -2.064 -0.625 -0.274 0.213
H -0.461 -0.274 -1.032 0.141
H -1.559 0.697 -1.550 0.245
```

=====

Number 1: Kohn-Sham gap 7.9270 eV. Number 2: Kohn-Sham gap 9.5950 eV. Number 3: Kohn-Sham gap 10.3632 eV.